Record 1
C2H6O2 | ωB97M-V with the def2-TZVPD basis set

Atoms and positions in Å:
C 1.5160 -0.3308 0.1711
O 0.5240 0.3687 -0.5515
C -0.5515 0.5416 0.2300
O -1.5109 -0.5299 0.0446
H 1.1467 -1.2963 0.4601
H 2.2176 -0.4532 -0.5901
H 1.9826 0.1244 1.0643
H -1.1230 1.5620 0.2097
H -0.3090 0.6724 1.2503
H -1.8075 -0.5849 -0.7457

Properties
Energy in eV: -6264.3141
SMILES: COCO
Kohn-Sham gap in eV: 11.49
Energy relative to the best compared isomer or geometry (same formula, charge and spin) in eV: 1.941

For reference, the natural (NBO) charges in units of e are:
1 C -0.26
2 O -0.52
3 C 0.22
4 O -0.73
5 H 0.18
6 H 0.19
7 H 0.17
8 H 0.14
9 H 0.15
10 H 0.45

Record 2
C2H6O2 | ωB97M-V with the def2-TZVPD basis set

Atoms and positions in Å:
O -1.1920 -0.7015 0.0072
C -0.7859 0.6622 -0.2183
C 0.7186 0.6151 0.1714
O 1.3498 -0.5621 -0.1364
H -0.9968 -0.8809 0.9938
H -0.9803 1.0240 -1.2572
H -1.4046 1.2846 0.6878
H 0.6740 0.7983 1.2659
H 1.3251 1.4081 -0.1985
H 0.5241 -1.1890 -0.1766

Properties
Energy in eV: -6264.6525
SMILES: OCCO
Kohn-Sham gap in eV: 10.72
Energy relative to the best compared isomer or geometry (same formula, charge and spin) in eV: 1.602

For reference, the natural (NBO) charges in units of e are:
1 O -0.73
2 C -0.09
3 C -0.10
4 O -0.71
5 H 0.47
6 H 0.20
7 H 0.16
8 H 0.13
9 H 0.18
10 H 0.48

Record 3
C2H6O2PS2 | ωB97M-V with the def2-TZVPD basis set

Atoms and positions in Å:
C -0.0616 2.0236 -0.8461
C 1.0353 -0.7992 -0.2450
O -0.6105 2.2007 -1.8687
O 1.1037 -1.7028 0.7939
P -0.3372 0.4427 0.1977
S -2.6441 -1.2523 -0.3027
S 0.0530 0.9433 2.1440
H 0.6737 2.6999 -0.3748
H 1.9824 -0.2482 -0.2979
H 0.8026 -1.2370 -1.2191
H 0.6323 -2.5230 0.6048
H -3.3045 -0.3244 -0.9930
H 0.6749 -0.2232 2.4070

Properties
Energy in eV: -37215.5699
Kohn-Sham gap (spin up / spin down) in eV: 6.96 / 7.02
Net charge: +1
Energy relative to the best compared isomer or geometry (same formula, charge and spin) in eV: 2.596

For reference, the natural (NBO) charges in units of e are:
1 C 0.20
2 C -0.30
3 O -0.36
4 O -0.70
5 P 0.83
6 S -0.09
7 S -0.12
8 H 0.19
9 H 0.23
10 H 0.24
11 H 0.51
12 H 0.15
13 H 0.22

Record 4
C2H6O2S2 | ωB97M-V with the def2-TZVPD basis set

Atoms and positions in Å:
O -1.4050 -1.6657 2.6725
C -0.8826 -2.4272 1.8564
O 0.0938 -3.2756 2.1963
H -1.3876 -2.7317 0.8650
H -0.0108 -3.9917 1.5749
C 0.3818 2.1840 -2.1453
S 1.7700 1.9788 -1.1122
S 0.6178 2.2925 0.6203
H 0.7750 2.4816 -3.1362
H -0.1933 2.9676 -1.7136
H -0.0438 1.2325 -2.2744
H 0.2847 0.9548 0.5961

Properties
Energy in eV: -27935.8251
SMILES: O=CO.CSS
Kohn-Sham gap in eV: 9.38
Energy relative to the best compared isomer or geometry (same formula, charge and spin) in eV: 1.087

For reference, the natural (NBO) charges in units of e are:
1 O -0.55
2 C 0.62
3 O -0.65
4 H 0.09
5 H 0.48
6 C -0.77
7 S 0.11
8 S -0.15
9 H 0.22
10 H 0.24
11 H 0.21
12 H 0.14

Record 5
C2H6O2Sn | ωB97M-V with the def2-TZVPD basis set

Atoms and positions in Å:
Sn -0.3659 3.5747 -3.8583
C 0.8136 -0.1386 0.0777
C -0.4289 -0.6419 0.9004
O -1.1684 0.4675 1.3312
O 0.5934 0.1331 -1.2722
H 1.4494 -1.0230 0.1189
H 1.2206 0.7289 0.5973
H -0.0559 -1.2918 1.6920
H -1.0416 -1.3183 0.3043
H -1.8494 0.1338 1.9198
H 0.8328 -0.6244 -1.8111

Properties
Energy in eV: -12073.8822
Kohn-Sham gap in eV: 2.51
Net charge: +2
Energy relative to the best compared isomer or geometry (same formula, charge and spin) in eV: 4.143

For reference, the natural (NBO) charges in units of e are:
1 Sn 1.78
2 C -0.09
3 C -0.10
4 O -0.63
5 O -0.74
6 H 0.19
7 H 0.20
8 H 0.22
9 H 0.19
10 H 0.49
11 H 0.49

Record 6
C2H6O4 | ωB97M-V with the def2-TZVPD basis set

Atoms and positions in Å:
O 0.2103 0.4359 -4.1653
C -0.1977 -0.0272 -3.1478
O 0.6977 -0.1273 -2.1666
C 0.3570 -0.8461 -1.0192
O 0.0000 0.0000 0.0000
H -1.2236 -0.2856 -2.8187
H -0.5079 -1.5092 -1.2134
H 1.2032 -1.4825 -0.6961
H -0.9529 -0.1592 0.1645
O 0.3950 1.4332 -6.5640
H -0.0097 1.0990 -7.3962
H -0.0820 0.9566 -5.8473

Properties
Energy in eV: -10360.3969
SMILES: O=COCO.O
Kohn-Sham gap in eV: 10.80
Energy relative to the best compared isomer or geometry (same formula, charge and spin) in eV: 1.030

For reference, the natural (NBO) charges in units of e are:
1 O -0.56
2 C 0.66
3 O -0.49
4 C 0.21
5 O -0.70
6 H 0.11
7 H 0.13
8 H 0.18
9 H 0.48
10 O -0.96
11 H 0.46
12 H 0.49

Record 7
C2H6O8 | ωB97M-V with the def2-TZVPD basis set

Atoms and positions in Å:
C 0.7212 0.0288 0.2715
C -0.6062 -0.0619 -0.3321
O 0.1051 -1.9927 0.6146
O 0.2700 1.9486 -0.4610
O -0.8938 -2.0047 1.6868
O 0.5698 1.9651 -1.8820
O 0.9230 0.4367 1.5038
O 1.7635 -0.3106 -0.4345
O -1.6567 -0.0270 0.4314
O -0.7579 -0.1984 -1.6133
H -1.4038 -2.7986 1.4692
H -0.0900 2.5945 -2.2086
H 0.1359 0.8900 1.8430
H 2.5726 -0.0836 0.0476
H -1.5560 -0.7862 1.1316
H -0.0965 0.3999 -2.0680

Properties
Energy in eV: -18543.2219
Kohn-Sham gap in eV: 9.09

For reference, the natural (NBO) charges in units of e are:
1 C 0.79
2 C 0.80
3 O -0.52
4 O -0.53
5 O -0.52
6 O -0.52
7 O -0.63
8 O -0.61
9 O -0.67
10 O -0.63
11 H 0.48
12 H 0.47
13 H 0.52
14 H 0.52
15 H 0.51
16 H 0.53

Record 8
C2H6ORb | ωB97M-V with the def2-TZVPD basis set

Atoms and positions in Å:
Rb -1.0329 2.5938 0.1489
C 0.4918 -1.0885 0.1076
C -0.1134 0.2812 0.2990
O -0.6425 0.8341 -0.9002
H -0.3114 -1.7482 -0.2206
H 0.8638 -1.5182 1.0377
H 1.3639 -1.1025 -0.5460
H 0.5033 1.0105 0.8243
H -1.0510 0.2232 0.8519
H -0.0717 0.5144 -1.6027

Properties
Energy in eV: -4866.5794
Kohn-Sham gap in eV: 12.08
Net charge: +1
Energy relative to the best compared isomer or geometry (same formula, charge and spin) in eV: 2.196

For reference, the Löwdin charges in units of e are:
1 Rb 1.38
2 C -0.04
3 C -0.45
4 O -0.44
5 H 0.10
6 H 0.10
7 H 0.10
8 H 0.06
9 H 0.09
10 H 0.11

Record 9
C2H6ORbS | ωB97M-V with the def2-TZVPD basis set

Atoms and positions in Å:
Rb 19.1035 1.5430 -11.8461
C 23.1755 -0.8537 -8.7888
S 22.1155 -0.0378 -7.5293
O 21.0650 0.8893 -8.1407
C 21.1720 -1.5805 -7.0329
H 23.6630 -0.0696 -9.3680
H 22.6740 -1.4162 -9.5762
H 23.9622 -1.4190 -8.2892
H 21.8412 -2.3100 -6.5767
H 20.6504 -2.0244 -7.8808
H 20.4557 -1.1160 -6.3553

Properties
Energy in eV: -15702.9346
Kohn-Sham gap in eV: 7.74
Net charge: +1
Energy relative to the best compared isomer or geometry (same formula, charge and spin) in eV: 0.712

For reference, the natural (NBO) charges in units of e are:
1 Rb 1.00
2 C -0.83
3 S 1.21
4 O -1.00
5 C -0.78
6 H 0.24
7 H 0.22
8 H 0.25
9 H 0.24
10 H 0.22
11 H 0.24

Record 10
C2H6OS | ωB97M-V with the def2-TZVPD basis set

Atoms and positions in Å:
O -1.5461 -0.8483 -0.1503
C -1.3578 0.4413 0.2678
C 0.0728 0.9086 -0.2808
S 1.3554 -0.3047 0.0183
H -0.7324 -1.2969 0.0893
H -1.5047 0.7080 1.4345
H -2.1839 0.9377 -0.2218
H 0.1839 1.0278 -1.3432
H 0.3171 1.8868 0.1723
H 2.3122 0.2979 0.8563

Properties
Energy in eV: -15052.9408
SMILES: OCCS
Kohn-Sham gap in eV: 10.11
Energy relative to the best compared isomer or geometry (same formula, charge and spin) in eV: 0.491

For reference, the natural (NBO) charges in units of e are:
1 O -0.70
2 C -0.05
3 C -0.57
4 S -0.09
5 H 0.47
6 H 0.15
7 H 0.19
8 H 0.23
9 H 0.23
10 H 0.16

Look up the energy of the seventh one.
-18543.2219 eV

Which of these has the lowest energy?
C2H6O2PS2

What is the energy in the fifth record?
-12073.8822 eV

Repeat the fifth record exactly.
C2H6O2Sn | ωB97M-V with the def2-TZVPD basis set

Atoms and positions in Å:
Sn -0.3659 3.5747 -3.8583
C 0.8136 -0.1386 0.0777
C -0.4289 -0.6419 0.9004
O -1.1684 0.4675 1.3312
O 0.5934 0.1331 -1.2722
H 1.4494 -1.0230 0.1189
H 1.2206 0.7289 0.5973
H -0.0559 -1.2918 1.6920
H -1.0416 -1.3183 0.3043
H -1.8494 0.1338 1.9198
H 0.8328 -0.6244 -1.8111

Properties
Energy in eV: -12073.8822
Kohn-Sham gap in eV: 2.51
Net charge: +2
Energy relative to the best compared isomer or geometry (same formula, charge and spin) in eV: 4.143

For reference, the natural (NBO) charges in units of e are:
1 Sn 1.78
2 C -0.09
3 C -0.10
4 O -0.63
5 O -0.74
6 H 0.19
7 H 0.20
8 H 0.22
9 H 0.19
10 H 0.49
11 H 0.49